1.
Computed, not measured: a single C11H22N2O3S molecule at a distorted geometry, with the ωB97M-V functional and the def2-TZVPD basis.

```
39
Properties=species:S:1:pos:R:3
S -2.656 -5.021 -0.335
O -0.202 4.465 -0.642
O -1.215 0.401 1.324
O 0.095 3.090 -2.369
N -0.281 1.020 -0.646
N -1.055 -0.974 -1.991
C 0.429 2.199 -0.120
C 0.105 3.313 -1.023
C 2.269 0.962 1.216
C 1.949 2.044 0.061
C -1.098 0.294 0.113
C -1.780 -0.850 -0.699
C -1.938 -2.163 0.055
C -2.614 -3.192 -0.847
C 2.686 3.401 0.335
C -1.033 -5.404 0.334
C 1.812 1.375 2.700
H 2.578 4.110 -0.465
H 2.249 1.554 -0.972
H -0.914 -6.521 0.340
H -0.293 -4.814 -0.217
H -2.538 -2.052 0.968
H -1.657 -0.983 -2.793
H -0.939 -2.594 0.343
H -0.062 2.452 0.834
H -3.684 -3.028 -0.886
H -2.141 -3.154 -1.805
H 1.959 -0.096 1.046
H -0.944 -5.019 1.343
H 3.774 3.344 0.573
H -2.831 -0.402 -0.869
H 2.173 2.429 2.951
H 0.721 1.327 2.711
H -0.109 0.713 -1.574
H -0.329 3.974 -2.695
H 3.398 0.892 1.150
H 2.249 3.949 1.204
H 2.196 0.646 3.411
H -0.328 -1.689 -2.065
```

SMILES string: CC[C@H](C)[C@H](NC(=O)[C@@H](N)CCSC)C(=O)O
Energy above the lowest of the compared OMol25 structures with the same formula, charge and spin in kJ/mol: 153.9
Highest occupied orbital energy in hartree: -0.3142
Strongest force on any atom in eV Å⁻¹: 4.74


2.
Computed, not measured: a single C11H22N2O3S molecule at a distorted geometry, with the ωB97M-V functional and the def2-TZVPD basis.

```
39
Properties=species:S:1:pos:R:3
S 1.558 0.309 2.124
O 1.564 0.794 3.468
O 0.734 1.459 1.304
O 0.610 -1.045 2.164
N 2.770 1.214 -0.704
N -1.201 -0.175 -1.401
C 1.385 1.257 -1.131
C 2.129 -4.100 1.561
C 0.298 1.103 -0.029
C 3.297 2.434 -0.094
C 1.131 -1.931 1.103
C 0.994 -3.385 1.396
C -3.077 1.271 -0.588
C -0.452 -0.258 -0.110
C -2.648 -0.076 -1.164
C -4.568 1.580 -0.850
C 0.429 -1.514 -0.219
H 2.561 3.232 -0.208
H 4.175 2.770 -0.651
H -3.154 -0.182 -2.131
H 1.256 0.520 -1.922
H 2.838 -3.830 2.343
H 1.163 -1.475 -1.025
H -1.055 -1.036 -1.915
H -4.643 2.157 -1.772
H 3.020 0.376 -0.203
H -4.931 2.245 -0.069
H -2.959 1.218 0.499
H -5.158 0.667 -0.909
H -2.480 2.096 -0.969
H 1.227 2.219 -1.618
H -0.480 1.820 -0.269
H 2.188 -1.689 1.007
H 0.042 -3.906 1.461
H 3.508 2.358 0.976
H -1.205 -0.335 0.672
H -0.254 -2.327 -0.488
H 2.410 -4.926 0.914
H -3.022 -0.910 -0.552
```

Energy above the lowest of the compared OMol25 structures with the same formula, charge and spin in kJ/mol: 582.0
Highest occupied orbital energy in hartree: -0.3139
Strongest force on any atom in eV Å⁻¹: 1.90


3.
Computed, not measured: a molecular structure, C11H22N6O4 at a distorted geometry, with the ωB97M-V functional and the def2-TZVPD basis.

```
43
Properties=species:S:1:pos:R:3
O 3.270 -1.925 0.194
O -0.857 2.196 0.759
O 2.483 -0.811 1.987
O 5.607 -0.239 1.022
N 6.455 -0.821 -1.058
N 1.333 1.114 0.386
N -7.630 0.026 1.124
N -7.128 -0.772 -1.027
N -5.397 -0.373 0.330
N -0.230 -1.258 -0.458
C 4.868 1.052 -1.021
C 2.478 0.302 -0.067
C 2.723 -0.986 0.735
C -3.143 0.259 -0.016
C 3.595 1.346 -0.200
C -0.416 0.239 -0.700
C -6.826 -0.268 0.233
C 5.553 -0.115 -0.297
C -1.899 0.305 -1.031
C -0.064 1.220 0.294
C -4.455 -0.021 -0.840
H 5.929 -0.954 -2.079
H -3.195 -0.762 0.897
H -4.469 -1.036 -1.482
H -2.253 1.321 -1.487
H 0.686 -1.678 -0.947
H 1.593 1.824 1.032
H -5.155 0.038 1.296
H -6.591 -1.539 -1.224
H -8.111 -0.681 -0.997
H -4.988 0.925 -1.634
H -3.187 1.139 0.823
H 3.860 2.005 0.707
H -7.132 0.292 1.885
H -0.310 -1.591 0.436
H 2.474 -0.079 -1.107
H 2.640 -1.560 2.490
H 0.328 0.496 -1.532
H 6.525 -1.867 -0.586
H 2.951 2.131 -0.847
H 5.466 2.165 -0.915
H 4.721 0.641 -2.137
H -2.124 -0.415 -1.914
```

Energy above the lowest of the compared OMol25 structures with the same formula, charge and spin in kJ/mol: 910.7
Highest occupied orbital energy in hartree: -0.3254
Strongest force on any atom in eV Å⁻¹: 7.27


4.
Computed, not measured: 2 unconnected molecules or ions with the total composition C11H23Br2FNO7PS2 at a distorted geometry, with the ωB97M-V functional and the def2-TZVPD basis.

```
48
Properties=species:S:1:pos:R:3
Br -0.647 -2.624 2.281
Br 0.654 -0.118 6.006
S -1.417 -0.704 -1.498
S 1.917 -2.435 -0.866
P -2.012 0.079 1.627
F 0.663 2.664 -2.202
O 3.322 -2.927 -1.088
O -1.141 -1.720 -0.235
O -3.479 -0.709 1.388
O 1.057 -3.622 -0.624
O -1.370 -1.553 -2.733
O -2.752 -0.042 -1.496
O 1.179 -1.298 -4.075
N -1.813 0.118 3.378
C -0.513 1.902 -2.032
C 0.926 0.595 -0.384
C 0.759 -0.404 0.847
C 1.806 -0.277 3.311
C -0.638 -1.094 0.964
C 1.956 -1.460 0.686
C -1.193 1.888 -3.459
C 1.757 0.722 4.561
C -2.709 2.325 -3.426
C -0.024 0.449 -1.621
C 1.165 0.478 2.103
H 2.761 0.918 4.987
H -2.952 2.773 -2.429
H 1.955 1.178 1.719
H 1.267 1.687 4.320
H 0.349 1.134 2.475
H -1.155 2.367 -1.256
H 0.824 1.640 0.003
H 2.883 -0.835 0.640
H 1.775 -1.980 -4.409
H -0.665 2.637 -4.104
H 0.597 0.126 -2.495
H -3.470 -1.466 2.002
H 2.901 -0.454 3.158
H 1.289 -1.193 3.652
H -3.335 1.415 -3.560
H 1.978 0.511 -0.755
H 1.594 -1.695 -1.991
H -1.715 1.087 3.676
H -1.026 0.909 -3.974
H -2.663 -0.214 3.837
H -2.939 3.092 -4.196
H 2.000 -2.206 1.505
H 0.294 -1.665 -4.218
```

SMILES string: CC[C@H](F)[C@H]1C[C@](CCCBr)(C[SH](=O)=O)[C@@](Br)(P(N)O)OS1(=O)=O.O
Highest occupied orbital energy in hartree: -0.3342
Strongest force on any atom in eV Å⁻¹: 6.53


5.
Computed, not measured: a molecular structure, C11H23Br6N3O3 at a distorted geometry, with the ωB97M-V functional and the def2-TZVPD basis.

```
46
Properties=species:S:1:pos:R:3
Br 7.816 25.728 18.676
Br 10.752 21.340 15.473
Br 8.129 24.136 15.995
Br 13.341 23.290 15.083
Br 7.473 27.345 15.916
Br 13.745 20.351 16.211
O 14.029 28.401 17.173
O 16.612 34.222 16.060
O 12.430 32.485 19.440
N 13.197 26.501 16.336
N 12.593 30.353 18.744
N 16.614 31.955 15.948
C 13.117 31.562 19.018
C 12.667 21.447 15.031
C 11.199 30.024 18.996
C 14.156 27.434 16.432
C 17.876 33.103 17.690
C 12.017 26.494 17.166
C 14.576 31.740 18.697
C 15.594 31.828 14.928
C 15.395 27.236 15.588
C 7.183 25.657 16.822
C 16.983 33.139 16.488
H 16.972 31.094 16.315
H 10.934 29.212 18.317
H 15.642 32.633 14.196
H 14.678 32.632 18.083
H 15.502 28.154 15.006
H 15.367 26.311 15.020
H 11.278 27.226 16.837
H 11.089 29.685 20.026
H 11.604 25.489 17.113
H 14.982 32.028 19.674
H 12.292 26.766 18.187
H 10.527 30.840 18.747
H 13.172 29.604 18.385
H 18.094 34.094 18.070
H 16.298 27.275 16.198
H 17.397 32.494 18.460
H 6.121 25.466 16.884
H 15.068 30.822 18.388
H 18.833 32.637 17.437
H 14.571 31.808 15.306
H 15.767 30.908 14.368
H 13.326 25.654 15.812
H 12.837 21.083 14.028
```

Highest occupied orbital energy in hartree: -0.3276
Strongest force on any atom in eV Å⁻¹: 1.43


6.
Computed, not measured: a molecular structure, C11H23BrCoNO2P2 at a distorted geometry, with the ωB97M-V functional and the def2-TZVPD basis.

```
41
Properties=species:S:1:pos:R:3
Br 0.065 1.238 2.815
Co -0.013 -0.021 0.867
P 1.873 -0.933 1.264
P -2.012 0.485 0.417
O -0.802 4.862 0.280
O 1.747 3.198 -1.481
N -0.107 -1.218 -0.730
C -1.916 1.907 -0.673
C 3.191 0.074 1.938
C -1.290 -1.522 -1.305
C -3.173 0.714 1.753
C -1.362 -2.387 -2.399
C 1.763 -2.476 2.174
C -0.180 -2.879 -2.962
C 1.035 -1.740 -1.221
C 1.035 -2.538 -2.364
C 2.278 -1.325 -0.475
C -2.507 -0.913 -0.652
H 2.681 -3.052 2.003
H 2.665 -0.381 -0.916
H 1.664 -2.216 3.237
H -3.153 -0.179 2.395
H 1.419 3.997 -1.013
H 3.268 0.992 1.337
H 0.883 -3.030 1.822
H 4.133 -0.491 1.901
H -0.718 4.661 1.234
H -2.351 -2.622 -2.806
H -4.185 0.869 1.355
H -1.305 5.699 0.236
H 3.034 -2.115 -0.517
H -0.212 -3.519 -3.846
H -2.988 -1.663 -0.001
H -3.222 -0.564 -1.408
H 2.373 3.540 -2.142
H -1.091 1.740 -1.377
H -2.848 1.591 2.328
H -2.867 1.984 -1.206
H -1.720 2.821 -0.101
H 2.926 0.316 2.976
H 1.990 -2.907 -2.737
```

Total charge: +2
Highest occupied orbital energy (spin up / spin down) in hartree: -0.5311 / -0.5983
Strongest force on any atom in eV Å⁻¹: 2.75
<S²>: 6.020
Spin multiplicity: 5


7.
Computed, not measured: a molecular structure, C11H23Cl2O6PS at a distorted geometry, with the ωB97M-V functional and the def2-TZVPD basis.

```
44
Properties=species:S:1:pos:R:3
Cl -2.758 1.950 -2.643
Cl -3.393 2.812 1.553
S -5.125 -0.184 1.754
P -3.290 -0.477 -0.257
O -3.923 -1.168 1.110
O 3.576 -2.174 1.858
O 2.640 2.396 -0.407
O -2.351 0.840 0.078
O -4.397 -0.230 -1.167
O -2.304 -1.530 -0.953
C 3.084 2.842 0.874
C 0.345 -0.504 -1.511
C 3.926 -3.087 0.820
C 1.176 0.825 -1.562
C 1.725 1.308 -0.209
C -3.243 2.698 -1.120
C 0.012 -1.032 -0.098
C 3.727 -4.517 1.288
C -1.230 -1.984 -0.084
C -3.915 4.051 -1.220
C -2.985 2.062 -0.002
H 3.291 -2.875 -0.040
H 4.064 2.398 1.136
H -0.920 -3.016 -0.312
H 4.347 -4.726 2.164
H 3.178 3.942 0.833
H 2.375 2.569 1.679
H 0.945 -1.276 -2.034
H 4.968 -2.913 0.532
H 4.146 -2.361 2.612
H 0.878 -1.626 0.248
H -4.896 3.917 -1.709
H 3.986 -5.227 0.500
H 1.974 0.725 -2.316
H -0.201 -0.260 0.656
H 0.866 1.735 0.352
H -3.282 4.698 -1.850
H -6.172 -0.194 0.880
H -4.100 4.524 -0.249
H 0.501 1.617 -1.936
H -0.542 -0.356 -2.151
H 2.228 0.504 0.364
H -1.620 -2.013 0.952
H 2.690 -4.681 1.583
```

Highest occupied orbital energy in hartree: -0.3450
Strongest force on any atom in eV Å⁻¹: 2.17


8.
Computed, not measured: a molecular structure, C11H23Cl3N2O10S2 at a distorted geometry, with the ωB97M-V functional and the def2-TZVPD basis.

```
51
Properties=species:S:1:pos:R:3
Cl 13.455 13.843 8.604
Cl 11.164 12.208 9.452
Cl 11.053 13.594 6.828
S 10.436 7.585 5.951
S 6.649 12.297 9.039
O 9.930 7.620 4.636
O 16.026 15.670 5.922
O 6.417 13.428 7.925
O 7.506 11.300 8.578
O 5.476 11.792 9.621
O 7.442 13.316 9.950
O 12.982 17.013 9.959
O 11.457 6.692 6.370
O 9.197 7.481 6.972
O 10.861 9.055 6.450
N 14.205 16.800 6.652
N 12.714 17.097 12.188
C 12.362 16.706 10.970
C 7.915 14.521 9.228
C 7.580 14.172 7.789
C 8.620 8.830 6.989
C 12.114 12.749 8.019
C 13.843 17.923 12.484
C 11.022 15.957 10.750
C 15.358 16.167 6.858
C 9.653 9.868 6.570
C 13.630 16.922 5.371
C 15.915 16.195 8.283
H 15.845 17.203 8.647
H 15.382 15.537 8.988
H 16.964 15.912 8.274
H 13.576 15.937 4.967
H 13.615 18.974 12.193
H 10.317 15.753 11.599
H 7.387 15.050 7.202
H 8.244 9.049 8.002
H 7.807 8.858 6.300
H 14.234 17.494 4.627
H 12.585 11.904 7.558
H 12.638 17.374 5.467
H 13.741 17.096 7.463
H 14.739 17.568 11.923
H 7.346 15.417 9.557
H 9.870 10.661 7.296
H 12.136 16.865 12.957
H 8.986 14.616 9.429
H 8.315 13.496 7.345
H 10.460 16.545 10.014
H 11.274 15.032 10.295
H 9.298 10.344 5.671
H 14.121 17.920 13.534
```

Highest occupied orbital energy in hartree: -0.3430
Strongest force on any atom in eV Å⁻¹: 3.11


9.
Computed, not measured: a molecular structure, C11H23ClCoNO2P2 at a distorted geometry, with the ωB97M-V functional and the def2-TZVPD basis.

```
41
Properties=species:S:1:pos:R:3
Co -0.017 -0.037 0.908
Cl 0.028 1.188 2.697
P 1.833 -0.926 1.284
P -1.982 0.482 0.433
O -0.911 4.960 0.274
O 1.829 3.249 -1.548
N -0.109 -1.229 -0.706
C -2.515 -0.926 -0.603
C -1.961 1.899 -0.692
C 3.205 -0.001 1.923
C -0.178 -2.856 -2.924
C 2.293 -1.310 -0.467
C 1.811 -2.498 2.165
C -1.300 -1.545 -1.248
C -1.357 -2.350 -2.380
C 1.034 -2.544 -2.326
C 1.042 -1.696 -1.225
C -3.185 0.715 1.711
H 1.985 -2.917 -2.681
H -1.159 1.795 -1.437
H 1.528 4.025 -1.020
H -2.895 1.581 2.312
H -3.191 -0.161 2.367
H -0.210 -3.474 -3.806
H -2.336 -2.567 -2.785
H 2.409 3.613 -2.238
H 0.957 -3.121 1.881
H 2.768 -0.396 -0.889
H -3.056 -1.651 0.028
H 3.314 0.922 1.348
H 4.088 -0.642 1.838
H -0.844 4.673 1.205
H -4.152 0.858 1.216
H 3.021 -2.131 -0.430
H 2.754 -3.014 1.949
H 1.713 -2.276 3.233
H 2.987 0.264 2.958
H -1.754 2.820 -0.136
H -2.948 1.912 -1.170
H -1.329 5.834 0.327
H -3.210 -0.520 -1.348
```

Total charge: +2
Energy above the lowest of the compared OMol25 structures with the same formula, charge and spin in kJ/mol: 60.7
Highest occupied orbital energy (spin up / spin down) in hartree: -0.5408 / -0.6036
Strongest force on any atom in eV Å⁻¹: 4.10
<S²>: 6.019
Spin multiplicity: 5


10.
Computed, not measured: a molecular structure, C11H23EuFNO2P2 at a distorted geometry, with the ωB97M-V functional and the def2-TZVPD basis.

```
41
Properties=species:S:1:pos:R:3
Eu -1.691 0.253 2.000
P 0.386 -1.857 2.315
P -0.396 2.648 -0.703
F -2.974 -0.027 3.638
O -0.428 2.047 1.061
O 3.687 1.002 -1.341
N -0.775 -0.805 -0.350
C -0.511 -1.912 -2.883
C 0.377 -2.742 0.699
C -0.181 -2.007 -0.503
C -0.074 -2.607 -1.760
C -1.354 4.134 -0.236
C -1.104 -0.077 -1.434
C -0.455 -3.127 3.340
C 2.144 -2.052 2.847
C 0.083 3.152 -2.442
C -1.017 -0.623 -2.724
C -1.645 1.341 -1.150
H -1.508 -3.219 3.037
H -1.395 -0.030 -3.557
H -2.290 3.818 0.245
H 2.474 -3.077 3.068
H 0.067 2.387 1.852
H -0.770 3.219 -3.142
H 3.975 0.245 -1.900
H -2.427 1.300 -0.351
H -0.749 4.660 0.509
H 1.412 -3.016 0.581
H -0.181 -3.685 0.888
H 0.022 -4.111 3.263
H -0.488 -2.353 -3.876
H 2.808 -1.626 2.084
H 0.373 -3.597 -1.878
H 4.166 0.855 -0.513
H -2.181 1.651 -2.061
H 2.231 -1.442 3.755
H -1.586 4.814 -1.065
H -0.431 -2.787 4.385
H 1.016 2.676 -0.427
H 0.812 2.436 -2.857
H 0.577 4.140 -2.415
```

Total charge: +2
Energy above the lowest of the compared OMol25 structures with the same formula, charge and spin in kJ/mol: 0.0
Highest occupied orbital energy (spin up / spin down) in hartree: -0.5878 / -0.5878
Strongest force on any atom in eV Å⁻¹: 4.10
<S²>: 12.015
Spin multiplicity: 7


11.
Computed, not measured: a molecular structure, C11H23F5NO3P2PbTe at a distorted geometry, with the ωB97M-V functional and the def2-TZVPD basis.

```
47
Properties=species:S:1:pos:R:3
Pb -1.026 -0.633 0.912
Te -0.360 -3.460 2.603
P 0.874 1.127 1.965
P -1.192 -1.501 -1.715
F -2.038 -3.222 1.605
F -0.861 -1.844 3.565
F 1.273 -3.450 3.568
F 0.066 -5.018 1.603
F -1.375 -4.398 3.948
O -2.724 2.323 0.177
O 0.407 -2.386 1.314
O -0.886 3.631 0.149
N 0.956 0.445 -0.958
C -0.026 2.120 3.164
C 2.747 1.607 -2.745
C 2.009 0.496 -3.072
C 0.349 -1.343 -2.605
C -2.400 -0.552 -2.626
C -1.672 -3.244 -1.811
C 1.693 1.551 -0.603
C 1.277 2.239 0.642
C 2.126 0.207 2.904
C 2.623 2.150 -1.491
C 1.112 -0.077 -2.180
H -3.381 1.927 -0.580
H 0.076 3.220 0.273
H -2.463 1.123 0.658
H 2.716 0.907 3.515
H -1.675 -3.518 -2.882
H -0.938 -3.865 -1.263
H -2.423 -0.931 -3.640
H -2.671 -3.402 -1.367
H 0.670 2.858 3.565
H -0.834 2.644 2.643
H 2.190 -0.059 -3.993
H -0.418 1.525 3.995
H -3.396 -0.651 -2.180
H 3.506 1.985 -3.445
H 1.687 -0.554 3.569
H 2.112 2.916 0.990
H -1.859 2.941 -0.103
H 0.103 -1.343 -3.677
H 3.199 3.062 -1.242
H -0.798 4.540 -0.217
H 2.807 -0.305 2.211
H 0.917 -2.281 -2.463
H -2.076 0.490 -2.679
```

Total charge: +3
Energy above the lowest of the compared OMol25 structures with the same formula, charge and spin in kJ/mol: 171.0
Highest occupied orbital energy (spin up / spin down) in hartree: -0.7076 / -0.6891
Strongest force on any atom in eV Å⁻¹: 8.29


no.,electronic energy (a.u.)
1,-1165.75348
2,-1165.59044
3,-1061.60342
4,-7399.88625
5,-16267.01990
6,-5277.08949
7,-2544.29424
8,-3471.75196
9,-3163.24817
10,-2130.54980
11,-2355.12880